(1)
The following is a DFT calculation (ωB97M-V/def2-TZVPD) of a structure of composition C43H47N7O7S3Ti in a non-equilibrium geometry.

```
! wB97M-V def2-TZVPD RIJCOSX def2/J DEFGRID3
* xyz 0 1
Ti 1.459 1.814 -0.347
O 2.959 5.143 -2.662
S 2.749 3.738 -2.810
O 3.838 2.990 -3.413
O 2.344 3.056 -1.524
C 1.428 3.501 -3.981
C 1.382 4.467 -4.983
C 0.609 4.272 -6.100
C -0.198 3.173 -6.191
C -0.321 2.276 -5.140
C 0.593 2.379 -4.111
S 0.345 1.161 -2.810
O -0.647 0.234 -3.314
O 1.572 0.506 -2.314
O -0.171 1.966 -1.643
H 2.082 5.266 -4.927
H 0.679 5.005 -6.893
H -0.859 3.040 -7.048
H -1.030 1.469 -5.136
C 7.317 -9.229 5.190
O 5.906 -9.177 4.846
C 5.510 -8.064 4.185
C 6.433 -7.217 3.587
C 5.909 -6.110 2.914
C 4.571 -5.880 2.757
C 3.668 -6.801 3.287
C 4.119 -7.867 4.049
C 4.015 -4.682 2.085
N 4.638 -3.801 1.338
C 3.761 -2.809 0.995
C 2.501 -3.058 1.554
N 2.691 -4.244 2.242
C 1.396 -2.178 1.416
C 0.041 -2.485 1.646
C -0.891 -1.461 1.548
C -0.491 -0.274 0.941
N 0.791 -0.040 0.536
C 1.745 -0.946 0.803
C 3.128 -0.619 0.426
N 3.311 0.694 0.053
C 4.516 1.057 -0.243
C 5.600 0.143 -0.348
C 5.455 -1.186 0.002
C 4.149 -1.564 0.465
H 7.343 -10.122 5.841
H 7.615 -8.290 5.720
H 7.895 -9.458 4.249
H 7.510 -7.379 3.587
H 6.563 -5.426 2.402
H 2.573 -6.643 3.107
H 3.417 -8.556 4.473
H 1.935 -4.609 2.781
H -0.318 -3.480 1.958
H -1.936 -1.685 1.862
H -1.167 0.568 0.800
H 4.736 2.077 -0.584
H 6.513 0.431 -0.774
H 6.256 -1.932 -0.032
C 1.242 1.708 3.403
C 1.162 3.223 3.294
C 1.100 4.094 4.435
C 1.001 5.443 4.223
C 1.005 5.943 2.935
C 0.976 5.120 1.832
C 0.942 5.749 0.437
C 1.047 3.767 1.987
N 1.015 2.883 0.901
H 1.369 1.411 4.463
H 2.089 1.153 2.894
H 0.317 1.191 3.082
H 1.173 3.732 5.502
H 0.891 6.167 5.040
H 0.914 7.028 2.845
H 0.613 6.774 0.407
H 0.311 5.108 -0.273
H 1.918 5.833 -0.019
C -6.341 -0.703 -4.228
C -4.953 -0.331 -4.587
C -4.164 0.585 -3.615
C -3.702 -0.021 -2.221
N -4.678 -0.755 -1.381
C -4.994 -0.360 -0.127
S -5.228 -1.515 1.067
N -5.096 0.949 0.121
C -5.479 2.044 -0.758
C -6.963 1.850 -1.241
C -8.074 2.145 -0.251
C -8.083 1.381 1.046
H -6.627 -1.520 -4.909
H -6.991 0.158 -4.305
H -6.322 -0.969 -3.174
H -4.960 0.057 -5.660
H -4.391 -1.232 -4.710
H -4.733 1.497 -3.525
H -3.329 0.937 -4.163
H -3.117 0.737 -1.687
H -2.992 -0.747 -2.543
H -4.616 -1.762 -1.490
H -5.218 1.061 1.100
H -4.886 2.079 -1.738
H -5.351 2.951 -0.166
H -6.932 0.835 -1.628
H -7.111 2.527 -2.091
H -9.020 1.871 -0.763
H -8.081 3.222 -0.090
H -7.912 0.338 0.814
H -9.047 1.522 1.494
H -7.231 1.686 1.707
*
```

Output
Energy above the lowest of the compared OMol25 structures with the same formula, charge and spin: 145.6 kJ/mol
LUMO: -1.0612 eV
Highest occupied orbital energy: -7.72 eV

***

(2)
The following is a DFT calculation (ωB97M-V/def2-TZVPD) of an isolated molecule of C8H6BrF3N2O4 in a non-equilibrium geometry.

```
! wB97M-V def2-TZVPD RIJCOSX def2/J DEFGRID3
* xyz 0 1
O -2.814 1.233 1.833
C -2.730 0.927 0.509
N -2.202 0.782 -0.779
N -0.880 0.359 -0.714
C -0.518 -0.609 -1.819
C -1.201 -2.102 -1.510
C -0.871 -2.417 0.095
F -1.767 -2.021 1.222
C 0.377 -3.181 0.444
F 0.600 -4.591 -0.027
F 1.426 -2.495 1.287
C 0.078 1.526 -0.615
O 0.717 2.090 -1.655
O 0.270 2.114 0.738
C 1.536 1.671 1.344
C 2.294 3.065 1.871
O 2.378 3.349 3.173
Br 3.005 4.262 0.386
H -0.886 -0.291 -2.887
H 0.654 -0.724 -1.859
H -0.710 -2.919 -2.228
H -2.352 -2.078 -1.728
H 1.373 1.002 2.318
H 2.225 1.049 0.600
*
```

Output
SMILES: O=C=NN(CCC(F)=C(F)F)C(=O)OCC(=O)Br
LUMO: -1.6783 eV
Highest occupied orbital energy: -9.64 eV

***

(3)
The following is a DFT calculation (ωB97M-V/def2-TZVPD) of an isolated molecule of C4H7NO.

```
! wB97M-V def2-TZVPD RIJCOSX def2/J DEFGRID3
* xyz 0 1
C 0.055 1.084 -1.416
C -0.843 0.853 -0.462
C -0.998 -0.506 0.173
N 0.038 -0.602 1.207
C 1.308 -0.927 0.802
O 1.601 -1.382 -0.284
H 0.582 0.259 -1.888
H 0.333 2.092 -1.707
H -1.354 1.678 0.037
H -1.976 -0.658 0.646
H -0.829 -1.317 -0.539
H 0.026 0.192 1.836
H 2.059 -0.763 1.597
*
```

Output
SMILES: C=CCNC=O
Energy above the lowest of the compared OMol25 structures with the same formula, charge and spin: 124.7 kJ/mol
LUMO: 0.9827 eV
Highest occupied orbital energy: -9.75 eV

***

(4)
The following is a DFT calculation (ωB97M-V/def2-TZVPD) of a structure of composition C30H48BBr2Cl3F4I2N3O10S2 in a non-equilibrium geometry.

```
! wB97M-V def2-TZVPD RIJCOSX def2/J DEFGRID3
* xyz 1 1
C -2.132 4.259 0.119
C -1.918 3.065 -0.896
B -1.895 1.484 -0.662
O -1.758 0.922 -2.065
C -2.052 0.468 0.689
C -3.560 1.078 0.950
Cl -4.605 1.133 -0.647
C -4.635 0.500 1.988
C -5.456 1.726 2.781
C -2.028 -1.197 0.347
C -3.369 -2.100 0.690
C -3.653 -3.434 -0.228
C -0.521 -1.890 0.724
C 0.328 -1.777 -0.622
Br -0.370 -1.760 -2.576
C 1.833 -1.770 -0.834
C 2.890 -1.792 0.353
Br 2.737 -1.665 -2.673
C -0.478 -3.534 0.883
I -0.562 -4.756 -0.959
C 0.715 -4.339 1.548
C 1.918 -5.005 0.683
I -0.274 -6.313 2.117
C -0.450 -0.915 2.120
O 0.852 -1.237 2.364
C 1.675 -1.453 3.426
N 2.222 -1.975 4.468
C -1.240 -1.467 3.477
Cl -0.674 -0.608 5.092
C -1.353 -2.920 4.045
C -0.855 -3.247 5.616
Cl -3.206 -3.324 4.330
N -0.931 0.567 1.762
C -1.518 1.465 2.789
O -2.420 1.315 3.800
N -1.393 2.999 2.971
C -1.036 3.362 4.390
O -1.975 4.049 5.095
F 0.243 3.117 5.091
C 0.361 1.278 1.529
F 1.151 1.536 2.805
F 1.244 0.863 0.430
F 0.419 2.713 1.055
H -2.250 5.246 -0.556
H -1.277 4.558 0.864
H -3.137 4.294 0.762
H -2.747 3.294 -1.738
H -0.901 3.342 -1.472
H -0.993 1.365 -2.534
H -3.567 2.245 1.210
H -5.513 -0.106 1.447
H -4.273 -0.214 2.835
H -6.257 2.170 2.040
H -4.713 2.525 3.207
H -6.050 1.164 3.651
H -2.321 -1.124 -0.778
H -4.280 -1.467 0.234
H -3.623 -2.204 1.818
H -3.286 -4.391 0.340
H -4.819 -3.628 -0.409
H -3.211 -3.304 -1.312
H 2.780 -2.542 1.233
H 3.955 -2.107 -0.095
H 3.140 -0.748 0.882
H -1.478 -3.891 1.435
H 1.124 -4.009 2.591
H 1.796 -6.115 0.337
H 2.848 -5.053 1.438
H 2.328 -4.413 -0.232
H -2.372 -1.143 3.231
H -1.005 -3.861 3.515
H 0.278 -3.104 5.802
H -1.009 -4.432 5.735
H -1.583 -2.829 6.431
H -2.302 3.463 2.764
O -0.190 -1.551 -5.929
S 0.660 -1.821 -7.068
O 1.951 -2.463 -6.930
O 0.850 -0.444 -7.924
C 1.372 0.701 -7.263
C 2.860 0.559 -6.995
C -0.274 -2.723 -8.275
H 0.820 0.898 -6.339
H 1.211 1.558 -7.925
H 3.058 -0.252 -6.288
H 3.269 1.479 -6.570
H 3.397 0.321 -7.918
H -1.240 -2.232 -8.422
H -0.422 -3.735 -7.893
H 0.292 -2.758 -9.208
O 5.097 2.742 -1.850
S 4.298 3.553 -0.959
O 3.842 4.878 -1.325
O 5.044 3.640 0.490
C 6.376 4.134 0.541
C 6.420 5.637 0.331
C 2.887 2.612 -0.443
H 7.008 3.613 -0.185
H 6.769 3.903 1.536
H 6.090 5.905 -0.677
H 7.435 6.020 0.462
H 5.752 6.144 1.034
H 3.214 1.618 -0.126
H 2.212 2.530 -1.296
H 2.389 3.138 0.374
*
```

Output
LUMO: -5.5181 eV
Highest occupied orbital energy: -11.00 eV

***

(5)
The following is a DFT calculation (ωB97M-V/def2-TZVPD) of an isolated molecule of C6H7N in a non-equilibrium geometry.

```
! wB97M-V def2-TZVPD RIJCOSX def2/J DEFGRID3
* xyz 0 1
C -1.652 -1.198 -0.003
C 0.137 0.279 0.174
C 1.320 0.747 0.542
C -0.942 1.302 -0.316
C -0.115 -1.280 0.251
C -2.412 1.128 0.330
N -2.384 -0.180 0.245
H -2.084 -1.953 -0.653
H 2.114 0.086 0.850
H 1.566 1.796 0.532
H -0.600 2.308 -0.079
H -1.033 1.196 -1.400
H 0.324 -1.839 -0.567
H 0.191 -1.664 1.217
*
```

Output
Energy above the lowest of the compared OMol25 structures with the same formula, charge and spin: 485.1 kJ/mol
LUMO: -0.0893 eV
Highest occupied orbital energy: -8.26 eV

***

(6)
The following is a DFT calculation (ωB97M-V/def2-TZVPD) of a cluster of 2 separate species, C3H2N2O2 in total in a non-equilibrium geometry.

```
! wB97M-V def2-TZVPD RIJCOSX def2/J DEFGRID3
* xyz 0 1
C -1.260 -1.798 -0.628
C -0.872 -0.527 -0.850
C 0.309 0.235 0.819
N -1.666 -2.900 -0.651
N 0.940 1.358 0.448
O 0.618 2.002 -0.547
O 1.757 1.656 1.367
H -0.595 0.141 -1.613
H 0.768 -0.167 1.655
*
```

Output
Energy above the lowest of the compared OMol25 structures with the same formula, charge and spin: 917.6 kJ/mol
LUMO (spin up / spin down): -2.3179 / -2.5376 eV
Highest occupied orbital energy (spin up / spin down): -10.85 / -10.70 eV

***

(7)
The following is a DFT calculation (ωB97M-V/def2-TZVPD) of a structure of composition C45H44BiN6O5Si.

```
! wB97M-V def2-TZVPD RIJCOSX def2/J DEFGRID3
* xyz 1 1
Bi 0.249 -1.616 0.583
O -4.120 1.892 1.819
C -3.207 0.923 1.664
O -3.069 0.298 0.648
C -2.390 0.725 2.909
C -2.463 1.618 3.973
C -1.725 1.339 5.109
C -0.985 0.170 5.158
C -0.969 -0.653 4.040
N -1.641 -0.367 2.929
C -0.262 -1.990 3.995
O 0.638 -2.284 4.921
O -0.559 -2.792 3.146
H -4.656 1.944 1.018
H -3.095 2.491 3.910
H -1.743 2.014 5.954
H -0.461 -0.093 6.066
H 0.968 -1.514 5.411
C -1.674 2.657 -4.878
C -2.282 2.916 -3.487
C -3.812 2.765 -3.547
C -1.945 4.346 -3.062
C -1.721 1.889 -2.522
C -0.890 2.218 -1.458
C -0.416 1.222 -0.632
N -0.702 -0.069 -0.825
C -1.474 -0.431 -1.871
C -2.000 0.534 -2.705
C -1.641 -1.883 -2.140
C -2.464 -2.389 -3.128
C -2.493 -3.758 -3.392
C -1.647 -4.566 -2.639
C -0.875 -3.997 -1.642
N -0.880 -2.692 -1.394
C -3.422 -4.305 -4.465
C -4.842 -3.761 -4.223
C -3.475 -5.835 -4.453
C -2.909 -3.836 -5.836
H -2.086 3.373 -5.592
H -1.895 1.651 -5.238
H -0.589 2.781 -4.855
H -4.237 3.571 -4.146
H -4.246 2.817 -2.545
H -4.115 1.819 -4.001
H -2.394 5.043 -3.770
H -0.867 4.524 -3.068
H -2.339 4.575 -2.069
H -0.600 3.240 -1.262
H 0.234 1.432 0.209
H -2.614 0.226 -3.539
H -3.102 -1.728 -3.699
H -1.598 -5.632 -2.802
H -0.235 -4.606 -1.012
H -5.133 -3.880 -3.177
H -5.556 -4.312 -4.836
H -4.928 -2.705 -4.487
H -3.814 -6.216 -3.486
H -2.505 -6.276 -4.690
H -4.180 -6.171 -5.213
H -2.828 -2.748 -5.886
H -3.597 -4.164 -6.618
H -1.926 -4.262 -6.047
O 1.225 0.022 1.503
Si 2.610 0.544 2.220
C 2.397 2.394 2.432
C 3.434 3.146 3.000
C 3.294 4.509 3.220
C 2.102 5.146 2.898
C 1.054 4.415 2.356
C 1.207 3.053 2.124
C 4.151 0.097 1.246
C 4.480 -1.246 1.024
C 5.644 -1.608 0.365
C 6.515 -0.625 -0.087
C 6.212 0.712 0.119
C 5.043 1.066 0.779
C 2.889 -0.079 3.992
C 3.661 -1.204 4.299
C 3.892 -1.593 5.613
C 3.349 -0.867 6.662
C 2.584 0.261 6.387
C 2.368 0.650 5.070
H 4.361 2.654 3.280
H 4.112 5.075 3.651
H 1.990 6.210 3.066
H 0.116 4.903 2.117
H 0.382 2.485 1.704
H 3.805 -2.028 1.359
H 5.870 -2.655 0.200
H 7.426 -0.901 -0.604
H 6.883 1.482 -0.240
H 4.812 2.116 0.922
H 4.108 -1.785 3.503
H 4.497 -2.469 5.814
H 3.539 -1.158 7.687
H 2.168 0.847 7.199
H 1.807 1.558 4.873
N 2.596 1.179 -4.501
C 2.705 0.608 -3.501
N 2.859 0.013 -2.340
C 2.287 -0.804 -1.625
N 1.771 -1.606 -0.913
*
```

Output
Energy above the lowest of the compared OMol25 structures with the same formula, charge and spin: 97.5 kJ/mol
LUMO: -3.1642 eV
Highest occupied orbital energy: -11.09 eV

***

(8)
The following is a DFT calculation (ωB97M-V/def2-TZVPD) of an isolated molecule of C2H6N2S2 in a non-equilibrium geometry.

```
! wB97M-V def2-TZVPD RIJCOSX def2/J DEFGRID3
* xyz 0 1
H 2.463 -1.400 -0.972
N 1.913 -1.571 -0.139
C 0.821 -0.890 -0.179
N -0.076 -1.130 0.847
S -1.755 -1.303 0.575
S 0.626 0.453 -1.289
C -0.359 1.730 -0.476
H 0.312 -1.782 1.515
H -2.266 -0.132 1.137
H -0.143 2.671 -0.974
H -0.092 1.821 0.571
H -1.444 1.531 -0.617
*
```

Output
SMILES: [H]/N=C(/NS)SC
Energy above the lowest of the compared OMol25 structures with the same formula, charge and spin: 70.0 kJ/mol
LUMO: 0.5819 eV
Highest occupied orbital energy: -8.78 eV